# 1
The following is a DFT calculation (wB97M-V/def2-TZVPD) of an isolated molecule of C5H6O.

Structure (XYZ):
```
12
Properties=species:S:1:pos:R:3:forces:R:3:nbo_charge:R:1
C -1.293247 -0.511249 -1.959166 0.4 0.1 0.2 -0.247
C -0.239985 -0.246620 -1.439602 -0.5 -0.1 -0.2 0.003
C 0.965870 0.160374 -0.717117 0.0 0.1 0.0 -0.591
C 0.619705 0.665292 0.689740 0.1 0.2 0.2 0.616
C -0.328483 -0.180565 1.507684 0.0 0.0 0.1 -0.729
O 1.090223 1.700022 1.100895 -0.1 -0.4 -0.1 -0.525
H -2.232143 -0.725005 -2.419873 0.2 0.0 0.0 0.242
H 1.666929 -0.680918 -0.620121 -0.2 0.1 0.0 0.253
H 1.486703 0.966541 -1.241886 -0.1 -0.1 0.1 0.260
H -0.251755 0.104084 2.558129 0.0 0.0 -0.1 0.240
H -0.131582 -1.250240 1.381010 0.0 0.2 0.0 0.228
H -1.352235 -0.001716 1.160307 0.2 0.0 0.0 0.250
```
Positions in Å, forces in eV/Å.

Values from the calculation:
* HOMO: -0.356 Eh
* SMILES string: C#CCC(C)=O
* total energy: -269.28931 hartree

# 2
The following is a DFT calculation (wB97M-V/def2-TZVPD) of an isolated molecule of Cl2H3P3 at a distorted geometry.

Structure (XYZ):
```
8
Properties=species:S:1:pos:R:3:forces:R:3:nbo_charge:R:1
P -1.054082 -1.107231 0.088612 -0.2 -0.4 0.0 0.117
P -0.046256 0.775125 0.378374 0.5 0.3 0.3 0.332
Cl -2.087598 1.783517 -0.102800 1.2 -0.1 0.0 -0.435
P 2.171521 0.759903 0.386132 -2.0 0.7 0.5 0.235
Cl 2.549973 -0.693233 -0.929141 0.3 -0.6 -0.9 -0.272
H -1.383945 -0.760166 -1.228796 -0.1 0.0 -0.2 0.021
H 0.077988 -1.830150 -0.309572 0.3 -0.2 0.0 -0.006
H -0.227599 1.072232 1.717194 0.0 0.3 0.3 0.008
```
Positions in Å, forces in eV/Å.

Values from the calculation:
* HOMO (alpha / beta): -0.307 / -0.307 Eh
* SMILES string: P[P@H](Cl)=PCl
* total energy: -1946.20528 hartree

# 3
The following is a DFT calculation (wB97M-V/def2-TZVPD) of a cluster of 2 separate species, C18H14F4NO6S3 in total at a distorted geometry.

Structure (XYZ):
```
46
Properties=species:S:1:pos:R:3:forces:R:3:nbo_charge:R:1
F -3.339124 -2.481761 -3.275794 -0.3 0.5 0.1 -0.330
C -3.306824 -1.813033 -2.115388 1.9 0.3 0.5 0.860
F -4.243225 -0.823170 -2.095239 0.4 -1.5 -0.3 -0.327
F -3.546889 -2.711033 -1.131156 -0.8 0.6 -0.9 -0.329
S -1.587590 -0.993075 -1.796505 -4.1 -0.5 1.0 0.458
N -2.331522 -0.542279 -0.223061 0.9 -0.7 -1.4 -0.664
C -2.083563 -1.384042 0.888945 0.1 -0.2 0.8 0.720
O -1.929821 -2.586593 0.925321 0.1 1.3 -0.6 -0.564
C -2.104348 -0.480327 2.105485 0.0 -0.6 0.3 -0.524
C -2.772773 0.784157 1.625244 -0.7 0.6 0.6 -0.507
C -2.976592 0.666849 0.128302 0.1 0.6 0.0 0.737
O -3.580516 1.466575 -0.551794 0.6 -1.3 0.4 -0.553
H -2.580794 -1.010976 2.940018 -0.1 0.3 -0.2 0.223
H -1.072420 -0.276004 2.402988 0.0 -0.2 -0.2 0.266
H -3.762702 0.940742 2.076673 0.3 0.1 0.0 0.224
H -2.146005 1.659250 1.825516 -0.2 0.0 -0.2 0.246
F 2.227303 0.526952 -2.124582 1.5 1.1 -1.0 -0.380
C 1.083259 -0.108670 -1.701164 0.1 0.0 -0.6 -0.618
S 1.551505 -1.830561 -1.684732 -0.1 1.1 1.5 2.151
C 1.435893 -2.412667 -0.001516 0.0 -0.7 -0.2 -0.342
C 0.779151 -3.617436 0.186066 0.0 0.3 0.5 -0.121
C 0.735852 -4.185915 1.457699 -0.2 -0.5 -0.2 -0.213
C 1.371302 -3.598303 2.534344 0.2 0.4 -0.1 -0.219
C 2.084556 -2.417624 2.311333 0.2 0.4 -0.2 -0.228
C 2.146627 -1.822326 1.043700 0.0 -0.1 0.4 -0.166
O 0.663189 -2.602001 -2.527595 0.5 0.0 0.2 -0.948
O 2.974249 -1.871144 -1.929871 0.0 0.0 -0.6 -0.942
S 0.371651 1.087205 -0.631384 0.7 -0.6 0.7 2.110
C 1.217030 2.685890 -0.728707 0.3 0.6 -0.5 -0.266
C 1.490119 3.382085 0.453572 0.6 -0.4 -0.1 -0.191
C 1.953046 4.713298 0.403989 -0.3 -0.5 -0.2 -0.227
C 2.090865 5.344419 -0.839294 -0.4 -0.1 0.1 -0.216
C 1.842582 4.639978 -2.028723 -0.2 -0.5 0.3 -0.210
C 1.375062 3.317820 -1.969653 0.5 0.1 0.0 -0.176
O -0.932402 1.470811 -1.151246 0.7 0.2 0.8 -0.940
O 0.552917 0.663146 0.763609 -1.1 0.4 -0.2 -0.992
H 0.313488 -4.073145 -0.673776 -0.2 -0.1 0.1 0.236
H 0.183759 -5.107430 1.599628 0.0 0.0 0.0 0.204
H 1.326055 -4.044491 3.534483 0.0 0.2 -0.4 0.205
H 2.609060 -1.930957 3.134580 -0.1 -0.2 -0.2 0.203
H 2.771649 -0.935852 0.889864 -0.5 -0.3 0.0 0.237
H 1.412285 2.819747 1.391052 -0.1 0.4 -0.3 0.242
H 2.197726 5.231469 1.343941 -0.2 -0.2 -0.6 0.211
H 2.304103 6.413551 -0.881797 0.3 -0.3 0.0 0.206
H 2.027222 5.093370 -3.011439 -0.2 -0.1 0.5 0.211
H 1.205605 2.753502 -2.891937 -0.1 0.2 0.4 0.241
```
Positions in Å, forces in eV/Å.

Values from the calculation:
* charge: -1
* HOMO: -0.155 Eh
* total energy: -2794.48393 hartree

# 4
The following is a DFT calculation (wB97M-V/def2-TZVPD) of a structure of composition C23H29ClCoN2O5SSi at a distorted geometry.

Structure (XYZ):
```
63
Properties=species:S:1:pos:R:3:forces:R:3:mulliken_spin:R:1
Co 1.277710 -0.015267 -1.601357 0.4 -0.1 1.3 2.795
C 3.364238 2.249933 0.833815 -0.5 0.7 0.7 -0.006
C 2.723733 2.830760 -0.375839 -0.5 -2.1 -0.3 0.018
C 2.869465 4.160914 -0.761959 -0.1 0.0 -0.9 0.235
C 2.097272 4.611339 -1.816267 -0.4 0.0 -0.1 -0.065
C 1.176536 3.780350 -2.429351 -0.1 0.3 0.1 0.204
C 1.150521 2.414212 -2.084809 0.0 0.4 0.3 -0.042
N 1.970436 1.980417 -1.086906 0.5 0.2 0.8 0.124
N 0.351214 1.459112 -2.553703 1.0 0.5 0.4 0.545
Si -1.027165 1.712430 -3.555049 -1.4 0.8 -1.8 -0.012
C -0.506140 2.611309 -5.157481 0.7 -1.1 0.5 0.025
C -1.768602 0.073592 -3.920513 -0.8 -0.5 -0.3 0.002
C -2.185229 2.869637 -2.707395 -0.8 0.1 1.5 0.023
H 2.725799 1.481643 1.273562 0.5 0.2 -0.4 0.009
H 3.476050 3.042436 1.580652 0.1 -0.1 0.0 -0.003
H 4.331365 1.839867 0.640802 0.7 -0.4 -0.3 0.000
H 3.622696 4.807233 -0.352284 0.0 0.1 0.5 0.002
H 2.169578 5.640575 -2.100753 0.0 0.4 -0.2 0.002
H 0.430234 4.148456 -3.100922 0.0 0.3 -0.5 0.017
H -0.907228 2.066948 -6.020184 0.0 0.3 0.1 0.001
H 0.595094 2.579136 -5.252907 -0.4 0.2 -0.1 0.001
H -0.859204 3.633439 -5.144590 0.0 0.2 -0.2 0.001
H -1.034894 -0.524967 -4.450442 0.1 -0.2 -0.3 -0.001
H -2.673245 0.185704 -4.582496 0.9 -0.1 0.6 0.000
H -2.060747 -0.530783 -3.052112 0.0 0.3 0.0 0.001
H -1.641328 3.679647 -2.217134 0.1 0.1 -0.1 -0.001
H -2.777404 2.431891 -1.859626 0.4 0.1 -0.9 0.002
H -2.879955 3.347393 -3.408274 0.1 -0.3 0.1 0.000
O 4.818160 -0.272118 -1.665403 -0.3 -0.2 0.5 0.004
Cl 3.768498 -1.222140 -1.513154 -0.4 1.2 -2.7 -0.007
O 4.211982 -2.538598 -1.778682 -0.6 0.2 0.9 0.007
O 3.006169 -0.991905 -0.284940 0.3 -0.6 -0.1 0.017
O 2.685965 -0.854373 -2.633363 1.0 -0.8 1.3 0.055
O 0.005547 -0.554841 -0.146727 0.1 1.0 -0.7 0.032
S 0.049997 -1.943470 0.440997 0.6 -1.5 1.2 0.008
C -1.665586 -2.328560 0.631721 -1.0 -0.7 1.5 0.005
C -1.960100 -3.658726 1.376944 0.8 0.0 -0.7 0.000
C -2.861480 -3.721488 2.442956 0.6 -0.1 0.2 0.000
C -3.113839 -4.966759 3.045546 -0.3 0.3 -0.4 0.000
C -2.639336 -6.157433 2.521755 0.5 0.8 0.0 0.000
C -1.706690 -6.042265 1.477890 -0.1 -2.3 0.8 0.000
C -1.308952 -4.860271 0.965291 -0.3 2.0 -0.7 0.000
C 0.644346 -1.770129 2.202713 0.4 0.9 -0.6 0.000
C 0.123297 -0.582925 2.960886 0.1 0.7 -0.5 -0.001
C -0.820221 -0.679771 3.966786 -0.9 -0.7 0.6 0.000
C -1.275608 0.446286 4.677360 0.2 -0.7 0.2 0.000
C -0.721488 1.670174 4.393157 -0.3 1.4 0.0 0.000
C 0.166818 1.813164 3.326938 0.2 0.0 -0.2 -0.001
C 0.602195 0.704042 2.628644 0.4 -0.4 -0.4 0.011
H -2.056738 -2.305995 -0.383695 -0.1 -0.1 0.0 0.002
H -2.125797 -1.535518 1.229671 0.1 0.2 -0.3 -0.002
H -3.321850 -2.837049 2.920757 0.3 -0.4 -0.7 0.000
H -3.737723 -4.944788 3.913638 -0.4 -0.2 0.4 0.000
H -2.907543 -7.114898 2.969294 0.1 0.3 -0.2 0.000
H -1.219558 -6.948529 1.111593 -0.2 0.2 0.1 0.000
H -0.540638 -4.878136 0.178408 -0.4 0.3 0.3 0.000
H 1.719382 -1.655491 2.033665 0.0 0.0 0.0 0.000
H 0.526217 -2.703659 2.715067 -0.4 -0.7 0.1 0.000
H -1.228369 -1.670721 4.246397 0.3 0.6 -0.3 0.000
H -2.023967 0.344441 5.473284 0.4 0.0 -0.4 0.000
H -0.991511 2.581676 4.966544 0.0 -0.8 -0.4 0.000
H 0.515870 2.800033 3.020213 0.0 -0.2 0.3 0.001
H 1.371751 0.813382 1.831373 -1.1 -0.3 0.8 -0.010
```
Positions in Å, forces in eV/Å.

Values from the calculation:
* 2S+1: 5
* <S²>: 6.047
* charge: +1
* HOMO (alpha / beta): -0.434 / -0.434 Eh
* total energy: -3909.72582 hartree

# 5
The following is a DFT calculation (wB97M-V/def2-TZVPD) of an isolated molecule of C3H7BCl2O2 at a distorted geometry.

Structure (XYZ):
```
15
Properties=species:S:1:pos:R:3:forces:R:3:nbo_charge:R:1
C 1.820205 0.513633 -1.424724 -3.5 0.1 -0.4 -0.619
C 0.892962 -0.666578 -1.109999 0.3 0.6 -2.0 -0.045
O 0.307609 -0.476268 0.145469 -1.7 -0.2 0.7 -0.706
B -1.018133 -0.213335 0.511484 4.1 0.1 1.7 1.095
O -1.982676 -0.150413 -0.328507 -4.0 -0.1 -2.0 -0.868
C -1.159118 0.065136 2.088632 -0.3 -1.6 0.5 -0.532
Cl -2.765675 0.758727 2.568036 0.3 -0.5 -0.3 -0.064
Cl 0.077847 1.194696 2.620184 0.3 0.0 0.2 0.007
H 1.359172 1.501137 -1.418988 -0.3 -0.1 0.8 0.207
H 2.546149 0.383109 -0.736338 3.1 0.5 1.7 0.208
H 2.023720 0.439164 -2.437970 1.5 -0.5 -1.9 0.206
H 1.569813 -1.535344 -1.090464 -0.5 0.0 0.3 0.173
H 0.267481 -0.790107 -2.040569 -0.4 -0.1 1.5 0.169
H -2.899914 -0.062957 0.041776 1.4 0.1 -0.4 0.520
H -1.039443 -0.960601 2.611977 -0.2 1.9 -0.4 0.249
```
Positions in Å, forces in eV/Å.

Values from the calculation:
* HOMO: -0.384 Eh
* SMILES string: CCOB(O)C(Cl)Cl
* total energy: -1214.29422 hartree

# 6
The following is a DFT calculation (wB97M-V/def2-TZVPD) of a structure of composition C10H18 at a distorted geometry.

Structure (XYZ):
```
28
Properties=species:S:1:pos:R:3:forces:R:3:nbo_charge:R:1
C -0.368421 0.232254 -0.267863 -4.9 -2.3 1.4 0.047
C 0.529193 -0.795936 0.191628 6.2 2.5 -1.3 -0.390
C -0.562510 0.390801 -1.759420 -0.1 -0.1 0.2 -0.638
C -0.348705 1.553343 0.464195 -0.3 -0.3 -0.1 -0.644
C -2.768745 -0.156056 1.339252 0.0 0.1 0.1 -0.675
C 2.863978 0.645409 0.950138 0.0 0.1 0.1 -0.671
C -1.840280 -0.826026 0.373634 0.3 2.2 -1.3 0.065
C 2.140895 0.022487 -0.200938 -1.6 -2.4 1.0 0.041
C -2.133044 -2.015774 -0.131855 0.4 0.1 -0.4 -0.474
C 2.706507 -0.191545 -1.379016 0.0 -0.2 -0.1 -0.462
H 0.583038 -0.934400 1.265771 -0.2 -0.2 0.0 0.216
H 0.582857 -1.687064 -0.422414 -0.2 -0.1 0.3 0.223
H -0.192125 1.420678 1.532806 0.0 0.0 0.1 0.214
H 0.438881 2.189809 0.061407 0.1 0.0 0.0 0.223
H 0.197834 1.054822 -2.167938 0.1 0.1 0.0 0.220
H -0.491585 -0.563627 -2.276269 -0.1 -0.1 0.0 0.213
H -1.546723 0.817231 -1.951164 0.0 0.1 -0.1 0.218
H -1.293140 2.074155 0.309972 0.0 0.1 0.0 0.218
H -3.103933 0.813601 0.965704 0.1 0.1 0.1 0.212
H -3.665333 -0.753699 1.530068 0.1 -0.1 -0.1 0.213
H -2.282268 -0.004929 2.305873 0.0 0.2 0.0 0.214
H 2.363054 1.547064 1.306822 0.0 0.0 0.0 0.214
H 3.891039 0.921827 0.692149 -0.1 0.0 -0.1 0.212
H 2.915250 -0.046178 1.795432 -0.1 0.0 0.0 0.215
H -3.086253 -2.506722 0.048868 0.2 0.0 0.4 0.199
H -1.478663 -2.534659 -0.819866 0.1 0.0 -0.2 0.191
H 3.752721 0.034731 -1.570383 -0.1 0.4 0.0 0.193
H 2.196481 -0.701597 -2.186594 -0.1 -0.1 0.0 0.193
```
Positions in Å, forces in eV/Å.

Values from the calculation:
* HOMO: -0.303 Eh
* total energy: -391.69342 hartree

# 7
The following is a DFT calculation (wB97M-V/def2-TZVPD) of a cluster of 2 separate species, C2H2N4 in total at a distorted geometry.

Structure (XYZ):
```
8
Properties=species:S:1:pos:R:3:forces:R:3:nbo_charge:R:1
C 0.562029 0.923436 0.188240 -0.8 -4.7 0.7 0.347
C 1.622777 -0.834144 0.329525 -3.0 4.5 1.9 -0.009
N 1.242177 1.817115 -0.144328 1.7 2.6 -0.9 -0.124
N 2.247127 -1.534050 -0.286948 2.7 -3.3 -2.4 -0.444
N -1.524070 -0.124010 -0.081435 3.4 1.6 0.5 -0.470
N -0.601538 0.523812 0.651225 -3.8 -0.3 0.7 -0.138
H -2.400854 -0.446138 0.343543 0.9 0.4 -0.2 0.433
H -1.147650 -0.326020 -0.999819 -1.0 -0.7 -0.3 0.405
```
Positions in Å, forces in eV/Å.

Values from the calculation:
* HOMO (alpha / beta): -0.350 / -0.388 Eh
* total energy: -296.19580 hartree

# 8
The following is a DFT calculation (wB97M-V/def2-TZVPD) of a cluster of 4 separate species, C25H31BrN2O11 in total at a distorted geometry.

Structure (XYZ):
```
70
Properties=species:S:1:pos:R:3:forces:R:3:nbo_charge:R:1
O -6.402923 -4.566284 1.030566 -0.4 -1.4 0.5 -0.499
C -5.873669 -3.604156 0.611712 0.1 0.6 -0.1 0.778
O -5.926925 -3.293967 -0.701057 -0.1 0.4 -0.1 -0.679
C -5.021357 -2.717121 1.496618 0.3 0.4 -0.6 -0.537
C -3.681381 -3.421825 1.778571 -0.1 0.1 0.2 -0.207
N -2.520895 -2.523835 1.515123 0.0 0.0 0.1 -0.249
C -1.618786 -2.817454 0.569059 0.3 0.3 -0.2 0.116
C -0.557303 -1.967970 0.316880 0.0 0.0 -0.1 -0.221
C -0.415163 -0.809695 1.059706 0.0 0.3 0.5 0.020
C 0.703252 0.134021 0.804980 -0.1 -0.1 -0.2 0.125
C 0.811185 0.706569 -0.455259 0.4 0.2 0.1 -0.222
C 1.836976 1.597009 -0.711844 -0.6 -0.5 0.2 0.118
N 2.721718 1.897487 0.251242 0.1 -0.2 -0.5 -0.249
C 3.782555 2.890178 -0.009093 0.6 0.7 0.2 -0.222
C 3.577660 4.180180 0.794448 -0.7 -0.1 0.4 -0.460
C 2.110396 4.562138 1.043146 0.1 0.0 -0.1 -0.443
Br 1.728618 4.710901 2.942677 -0.1 -0.1 -0.1 0.015
C 2.648230 1.333740 1.462961 -0.3 -0.2 0.2 0.126
C 1.641653 0.442882 1.776553 0.0 0.3 -0.2 -0.223
C -1.352794 -0.524302 2.051249 -0.4 -0.5 0.0 -0.201
C -2.400642 -1.401631 2.254916 0.4 0.2 -0.2 0.090
H -5.952163 -2.334519 -0.819676 0.2 0.0 -0.2 0.495
H -5.565618 -2.488555 2.402862 -0.1 0.0 0.2 0.268
H -4.821937 -1.790316 0.961487 0.0 0.2 0.1 0.214
H -3.592664 -3.718189 2.816620 -0.1 -0.1 0.2 0.248
H -3.581419 -4.316480 1.176034 0.2 0.0 -0.1 0.248
H -1.746963 -3.717954 -0.007813 -0.2 -0.2 0.1 0.256
H 0.176001 -2.177295 -0.447220 0.0 -0.3 -0.1 0.286
H 0.099297 0.451966 -1.221027 0.0 0.1 -0.2 0.256
H 1.930405 2.057895 -1.679505 0.3 0.2 0.0 0.255
H 4.733291 2.454509 0.279103 0.1 -0.3 0.0 0.241
H 3.869401 3.101892 -1.067177 -0.5 -0.2 -0.3 0.237
H 4.073865 4.083055 1.753077 0.1 0.0 0.1 0.231
H 4.028255 5.021218 0.291691 0.4 0.0 -0.2 0.288
H 1.391057 3.846852 0.659276 -0.1 -0.1 0.0 0.187
H 1.887126 5.511586 0.577150 0.0 0.3 0.2 0.260
H 3.402231 1.620379 2.176875 0.1 0.1 0.1 0.257
H 1.604716 0.001593 2.757559 0.1 0.0 0.1 0.257
H -1.303133 0.367678 2.654460 0.1 0.1 0.0 0.265
H -3.158458 -1.211022 2.996757 -0.1 -0.1 0.1 0.254
C -7.637960 -3.864801 -3.529358 -0.1 -0.1 0.1 -0.107
C -7.704491 -4.963867 -4.568835 0.0 -0.1 0.0 -0.098
O -8.031145 -4.235917 -5.755696 0.0 0.1 0.1 -0.480
C -7.629063 -2.951631 -5.598843 0.0 0.0 -0.1 0.964
O -7.597084 -2.135781 -6.455588 0.0 0.0 0.0 -0.553
O -7.257682 -2.727183 -4.306393 0.0 -0.1 0.0 -0.509
H -6.905933 -4.052866 -2.752334 0.1 0.1 0.0 0.201
H -8.609767 -3.671679 -3.070148 0.0 0.0 0.0 0.187
H -6.743024 -5.459836 -4.716034 0.0 0.0 0.0 0.182
H -8.462687 -5.712732 -4.357012 -0.1 0.1 -0.1 0.212
C 7.031582 8.214921 -1.142787 0.2 0.1 0.0 -0.103
C 7.045518 6.704607 -1.233670 0.2 -0.1 -0.1 -0.101
O 5.916199 6.336635 -0.419005 0.0 0.2 -0.1 -0.516
C 5.071138 7.404489 -0.383140 0.0 0.2 0.0 0.976
O 3.968732 7.373512 0.070023 0.0 -0.3 0.0 -0.600
O 5.641212 8.488455 -0.923858 0.0 -0.1 0.0 -0.466
H 7.376932 8.704422 -2.048504 -0.2 0.1 0.0 0.220
H 7.599841 8.591013 -0.291682 0.0 0.0 0.0 0.199
H 6.875892 6.343815 -2.249078 0.0 0.0 0.0 0.189
H 7.956072 6.259959 -0.841890 -0.1 -0.1 0.1 0.213
C 3.032405 -3.440309 2.805886 0.0 -0.2 0.2 -0.101
C 2.860080 -4.612469 1.863080 0.1 -0.2 0.1 -0.105
O 2.354519 -3.969757 0.677581 0.0 0.2 0.0 -0.484
C 2.748352 -2.683706 0.694713 0.0 -0.3 0.2 0.977
O 2.613794 -1.922522 -0.216410 -0.1 0.1 0.0 -0.622
O 3.267979 -2.351507 1.895031 -0.1 0.1 -0.1 -0.496
H 3.868765 -3.552257 3.489226 0.1 0.1 -0.1 0.231
H 2.127277 -3.227064 3.378829 0.0 0.0 0.0 0.179
H 3.802998 -5.100456 1.618967 0.0 0.0 0.0 0.213
H 2.155852 -5.356641 2.223243 -0.1 0.0 -0.1 0.218
```
Positions in Å, forces in eV/Å.

Values from the calculation:
* charge: +2
* HOMO: -0.505 Eh
* total energy: -4481.90774 hartree